90
Properties=species:S:1:pos:R:3 method="wB97M-V/def2-TZVPD" e_lumo_ev=0.44 total_energy_ev=-44205.832 homo_energy_ev=-9.834 homo_lumo_gap_ev=10.3
C 4.47 -0.85 0.32
C 4.41 -2.15 1.06
O 4.78 -3.22 0.12
H 5.43 -0.64 -0.15
H 4.32 -0.02 1.02
H 3.64 -0.86 -0.38
H 3.36 -2.35 1.36
H 4.97 -2.24 2.00
H 4.74 -4.04 0.62
C -2.18 3.82 1.77
C -3.57 3.90 1.16
O -4.17 2.64 0.97
H -2.30 3.22 2.68
H -1.56 4.72 1.82
H -1.57 3.15 1.14
H -3.56 4.43 0.19
H -4.17 4.58 1.79
H -4.44 2.52 0.06
C 1.64 -1.19 -5.66
C 1.11 -1.98 -4.50
O 0.33 -3.10 -4.96
H 2.39 -0.48 -5.32
H 0.83 -0.77 -6.26
H 2.13 -1.89 -6.35
H 0.50 -1.42 -3.78
H 1.95 -2.43 -3.97
H -0.29 -2.78 -5.63
C -1.97 -4.84 -0.02
C -2.37 -3.84 1.06
O -1.19 -3.73 1.94
H -1.15 -4.36 -0.57
H -2.76 -5.00 -0.75
H -1.53 -5.72 0.43
H -3.19 -4.15 1.70
H -2.58 -2.86 0.61
H -1.52 -3.51 2.82
C -3.16 1.48 -5.16
C -2.85 1.11 -3.72
O -1.47 0.84 -3.63
H -2.59 2.33 -5.53
H -4.22 1.70 -5.33
H -2.89 0.64 -5.81
H -3.50 0.31 -3.38
H -3.02 2.05 -3.18
H -1.30 0.80 -2.68
C 1.31 3.74 0.63
C 1.00 4.72 -0.48
O 1.05 6.04 0.00
H 2.37 3.80 0.91
H 1.16 2.72 0.31
H 0.74 3.86 1.55
H 0.04 4.41 -0.93
H 1.71 4.55 -1.30
H 0.41 6.58 -0.47
C 2.69 1.80 4.06
C 3.36 3.16 4.15
O 4.40 3.18 5.14
H 1.98 1.65 4.87
H 3.40 0.97 4.06
H 2.09 1.81 3.14
H 2.51 3.85 4.34
H 3.78 3.53 3.19
H 4.94 3.97 5.04
C 0.55 -1.02 0.08
C -0.09 -0.27 -1.04
O -1.13 0.63 -0.62
H 1.51 -1.41 -0.28
H -0.02 -1.86 0.47
H 0.84 -0.36 0.91
H -0.51 -0.94 -1.80
H 0.63 0.34 -1.60
H -1.75 0.22 0.00
C -2.20 -0.48 2.69
O -2.84 -0.01 1.46
H -2.11 0.29 3.45
H -2.86 -1.28 3.03
H -1.22 -0.79 2.34
H -3.55 0.61 1.71
C 2.25 -3.41 3.88
O 1.53 -2.44 3.12
H 1.95 -3.36 4.93
H 2.12 -4.42 3.50
H 3.30 -3.15 3.79
H 0.67 -2.79 2.86
O -3.94 -1.20 -1.02
H -3.42 -1.00 -0.23
H -3.44 -1.90 -1.48
O -1.96 -2.52 -2.56
H -1.54 -2.30 -3.41
H -1.62 -3.40 -2.35

104
Properties=species:S:1:pos:R:3 method="wB97M-V/def2-TZVPD" e_lumo_ev=0.31 total_energy_ev=-101843.498 homo_energy_ev=-9.523 homo_lumo_gap_ev=9.8
C 24.15 11.91 -19.72
O 23.27 11.07 -20.29
P 23.02 9.59 -19.67
O 22.07 8.77 -20.47
O 24.46 8.98 -19.31
C 24.48 7.79 -18.50
O 22.37 9.90 -18.19
C 21.25 10.71 -18.01
H 24.83 11.43 -19.01
H 23.68 12.73 -19.19
H 24.81 12.30 -20.49
H 23.45 7.52 -18.27
H 25.06 7.96 -17.60
H 24.95 6.91 -18.96
H 21.50 11.72 -17.68
H 20.70 10.22 -17.21
H 20.61 10.80 -18.89
C 11.17 7.95 -20.52
O 11.76 8.98 -19.74
P 13.10 9.64 -20.40
O 13.76 10.60 -19.48
O 12.63 10.27 -21.78
C 11.86 11.45 -21.87
O 14.05 8.37 -20.87
C 14.65 7.57 -19.94
H 10.43 8.38 -21.19
H 10.73 7.39 -19.70
H 11.87 7.26 -21.00
H 11.60 11.81 -20.88
H 11.01 11.32 -22.54
H 12.57 12.14 -22.33
H 14.57 7.86 -18.90
H 15.71 7.51 -20.20
H 14.10 6.63 -19.95
C 17.92 4.73 -24.29
O 18.81 3.83 -25.01
P 18.81 2.26 -24.73
O 17.53 1.63 -25.15
O 19.12 2.24 -23.15
C 20.40 2.68 -22.60
O 20.19 1.73 -25.51
C 20.42 1.83 -26.86
H 17.64 4.32 -23.32
H 17.09 5.06 -24.92
H 18.48 5.64 -24.05
H 20.28 3.37 -21.76
H 21.12 2.89 -23.39
H 20.83 1.81 -22.11
H 20.69 0.87 -27.29
H 21.22 2.52 -27.12
H 19.52 2.17 -27.38
C 15.60 7.24 -26.84
O 15.20 7.95 -25.75
P 16.27 8.87 -24.95
O 17.52 8.13 -24.58
O 16.51 10.21 -25.84
C 15.47 11.01 -26.34
O 15.34 9.41 -23.74
C 15.96 10.35 -22.90
H 16.61 7.47 -27.17
H 14.87 7.29 -27.66
H 15.72 6.19 -26.55
H 14.48 10.56 -26.40
H 15.73 11.44 -27.31
H 15.51 11.83 -25.63
H 16.98 10.64 -23.18
H 15.99 9.78 -21.97
H 15.25 11.16 -22.85
C 18.82 7.67 -21.22
O 19.44 8.05 -20.01
H 17.88 7.19 -20.92
H 18.54 8.61 -21.69
H 19.42 7.08 -21.92
H 20.35 8.30 -20.17
C 16.73 4.29 -20.03
O 17.91 3.78 -20.63
H 16.44 5.22 -20.52
H 15.96 3.53 -20.14
H 16.97 4.35 -18.97
H 18.43 3.19 -20.08
C 20.23 10.10 -23.87
O 21.17 10.52 -22.86
H 19.25 9.88 -23.46
H 20.08 10.92 -24.57
H 20.63 9.14 -24.18
H 21.32 9.82 -22.22
C 22.87 5.66 -21.39
O 23.74 4.58 -21.64
H 22.68 6.00 -20.38
H 23.29 6.60 -21.75
H 21.91 5.47 -21.87
H 24.59 4.93 -21.39
C 18.10 9.07 -17.18
O 18.00 9.80 -18.43
H 19.12 9.04 -16.79
H 17.50 9.60 -16.43
H 17.65 8.08 -17.26
H 18.34 9.19 -19.08
C 19.70 5.44 -18.25
O 20.78 5.89 -17.49
H 18.88 6.16 -18.29
H 20.02 5.24 -19.27
H 19.32 4.56 -17.75
H 21.55 5.51 -17.90

93
Properties=species:S:1:pos:R:3 method="wB97M-V/def2-TZVPD" e_lumo_ev=0.16 total_energy_ev=-47758.483 homo_energy_ev=-7.945 homo_lumo_gap_ev=8.1
C -4.94 -6.59 -3.49
C -4.18 -5.33 -3.44
C -4.01 -4.89 -4.92
C -5.20 -4.35 -5.61
C -5.89 -3.24 -4.81
C -6.05 -3.56 -3.31
N -4.86 -4.27 -2.70
O -4.88 -4.58 -1.35
C -6.19 -2.26 -2.41
C -7.34 -4.37 -3.15
C -2.78 -5.46 -2.81
H -4.18 -7.21 -3.95
H -5.75 -6.60 -4.23
H -5.26 -6.96 -2.52
H -3.11 -4.29 -5.02
H -3.64 -5.76 -5.45
H -5.91 -5.15 -5.84
H -4.90 -4.09 -6.63
H -6.78 -2.90 -5.35
H -5.17 -2.42 -4.75
H -6.36 -2.60 -1.38
H -5.23 -1.77 -2.29
H -6.87 -1.53 -2.84
H -7.41 -5.18 -3.88
H -7.39 -4.76 -2.13
H -8.19 -3.71 -3.32
H -2.24 -6.13 -3.48
H -2.82 -6.11 -1.94
H -2.33 -4.47 -2.68
H -4.41 -3.91 -0.85
O -0.99 0.29 -4.80
H -1.09 0.82 -4.01
H -1.27 -0.58 -4.54
O -0.24 0.91 9.28
H -0.26 0.62 10.19
H 0.66 0.74 8.99
O -1.72 7.17 -2.15
H -1.81 8.12 -2.04
H -0.78 7.02 -2.18
O 4.21 1.82 8.47
H 4.97 2.34 8.73
H 4.55 1.19 7.84
O -2.33 -1.33 5.98
H -2.96 -0.83 5.46
H -2.16 -0.78 6.75
O 6.76 1.11 -2.17
H 5.85 1.41 -2.12
H 6.81 0.39 -1.53
O -1.90 5.18 8.66
H -1.93 4.24 8.46
H -0.98 5.36 8.83
O 5.45 5.50 0.96
H 6.34 5.31 0.66
H 5.57 6.08 1.71
O -5.83 0.59 3.78
H -6.61 0.04 3.72
H -6.15 1.48 3.61
C 1.32 1.62 3.35
C 0.95 1.25 1.92
C -0.17 2.09 1.31
O 2.15 1.54 1.24
H 0.43 1.69 3.96
H 1.67 2.65 3.46
H 2.10 0.94 3.70
H 0.64 0.21 1.99
H -1.00 2.15 2.02
H -0.58 1.53 0.47
H 0.20 3.06 0.99
H 2.62 2.25 1.68
C 4.87 5.93 -5.21
C 3.67 6.68 -4.76
C 2.73 6.72 -5.93
O 2.93 6.10 -3.68
H 4.61 4.89 -5.35
H 5.50 5.81 -4.33
H 5.32 6.37 -6.10
H 3.87 7.73 -4.54
H 2.03 5.89 -6.00
H 3.16 6.93 -6.91
H 1.96 7.43 -5.63
H 3.56 5.90 -2.99
C 7.34 -3.44 4.46
C 7.57 -2.06 5.10
C 7.60 -0.91 4.07
O 6.42 -1.98 5.92
H 8.17 -3.89 3.92
H 6.47 -3.59 3.83
H 7.01 -4.20 5.18
H 8.46 -2.23 5.71
H 8.40 -1.03 3.34
H 7.50 0.11 4.43
H 6.68 -1.13 3.52
H 5.96 -2.82 5.87

111
Properties=species:S:1:pos:R:3 method="wB97M-V/def2-TZVPD" e_lumo_ev=0.15 total_energy_ev=-76456.223 homo_energy_ev=-9.242 homo_lumo_gap_ev=9.4
C 8.77 6.88 13.43
O 9.66 6.88 12.62
N 8.27 8.01 13.84
N 8.37 5.80 14.05
H 7.71 7.86 14.67
H 8.66 8.92 13.66
H 7.77 5.89 14.86
H 8.76 4.90 13.80
C 6.39 11.55 13.41
O 5.25 11.30 13.02
N 6.95 10.99 14.43
N 7.21 12.39 12.77
H 6.34 10.27 14.80
H 7.93 11.10 14.65
H 7.04 12.58 11.79
H 8.15 12.42 13.14
C 3.88 8.43 14.43
O 4.89 8.55 15.14
N 3.71 8.99 13.30
N 2.82 7.69 14.69
H 2.85 8.87 12.78
H 4.20 9.86 13.15
H 2.16 7.55 13.94
H 2.54 7.28 15.57
C 4.87 10.04 18.38
O 5.28 8.93 18.75
N 4.78 10.35 17.14
N 4.76 11.07 19.17
H 4.69 11.33 16.91
H 4.89 9.62 16.46
H 5.00 11.10 20.15
H 4.57 11.93 18.68
C -1.32 8.28 15.35
O -2.26 7.63 15.00
N -0.13 8.00 14.82
N -1.30 9.28 16.22
H 0.57 8.52 15.33
H 0.05 7.15 14.32
H -0.44 9.31 16.76
H -2.12 9.66 16.67
C 3.83 13.57 11.02
O 4.55 14.39 11.63
N 3.50 12.31 11.35
N 3.23 13.89 9.93
H 4.09 11.88 12.04
H 2.81 11.67 10.97
H 2.92 13.11 9.38
H 3.34 14.82 9.54
C 1.48 10.36 18.62
C 0.04 10.25 19.22
O -0.36 8.97 19.49
O 1.28 9.71 17.36
H 2.21 9.98 19.34
H 1.83 11.39 18.56
H -0.71 10.78 18.63
H -0.02 10.76 20.18
H -1.30 8.82 19.40
H 1.53 8.79 17.46
C 3.75 13.48 15.65
C 2.82 12.42 15.18
O 1.49 12.61 15.66
O 4.18 13.05 16.96
H 3.27 14.46 15.63
H 4.59 13.46 14.95
H 3.18 11.43 15.44
H 2.79 12.50 14.09
H 1.51 12.01 16.41
H 4.46 13.84 17.43
C 6.12 7.29 10.72
C 6.44 8.26 9.57
O 7.70 8.07 8.95
O 5.91 5.95 10.21
H 5.25 7.70 11.25
H 6.94 7.26 11.43
H 6.43 9.29 9.93
H 5.76 8.20 8.72
H 7.70 7.14 8.73
H 6.59 5.75 9.56
C 1.46 4.68 16.30
C 0.93 5.68 17.35
O 1.72 6.87 17.46
O 2.84 4.43 16.29
H 1.16 5.27 15.43
H 0.84 3.79 16.32
H 1.06 5.03 18.22
H -0.11 5.97 17.22
H 2.57 6.52 17.75
H 3.40 5.20 16.18
C 1.58 4.98 12.29
C 2.99 4.92 11.94
O 3.21 5.61 10.68
O 1.13 6.29 12.54
H 1.26 4.38 13.14
H 1.04 4.64 11.41
H 3.16 3.84 11.88
H 3.60 5.38 12.72
H 4.12 5.54 10.39
H 1.32 6.83 11.77
C -0.68 10.02 10.95
C 0.56 10.19 11.82
O 1.40 9.14 11.54
O -0.50 10.29 9.61
H -1.41 10.67 11.43
H -1.06 9.00 11.02
H 0.41 10.24 12.90
H 1.09 11.12 11.65
H 0.97 8.65 10.83
H -1.15 9.71 9.19
O 4.56 6.55 17.55
H 5.29 6.09 17.13
H 4.86 7.46 17.62

94
Properties=species:S:1:pos:R:3 method="wB97M-V/def2-TZVPD" e_lumo_ev=-0.31 total_energy_ev=-47195.693 homo_energy_ev=-7.813 homo_lumo_gap_ev=7.5
C -17.17 12.80 5.27
C -16.98 13.62 3.92
O -15.82 13.27 3.27
H -17.13 11.72 5.16
H -18.03 13.11 5.86
H -16.28 12.93 5.90
H -16.95 14.65 4.29
H -17.82 13.44 3.25
H -15.81 13.64 2.38
C -16.87 12.79 8.01
C -15.58 12.06 7.86
O -15.74 10.78 8.40
H -16.78 13.87 7.90
H -17.18 12.61 9.04
H -17.66 12.38 7.37
H -14.75 12.54 8.38
H -15.20 12.10 6.84
H -14.85 10.45 8.55
C -17.63 6.56 3.87
C -19.01 7.07 4.34
O -19.75 5.85 4.55
H -16.99 7.42 3.70
H -17.75 6.00 2.94
H -17.28 5.83 4.60
H -19.42 7.72 3.56
H -18.93 7.73 5.20
H -19.86 5.44 3.69
C -15.66 9.25 2.86
C -15.82 10.37 3.91
O -15.18 11.58 3.36
H -15.96 8.31 3.33
H -14.62 9.18 2.54
H -16.26 9.31 1.96
H -15.32 10.14 4.85
H -16.84 10.41 4.28
H -15.63 12.39 3.60
C -21.49 8.70 8.89
C -21.57 9.88 7.97
O -20.64 10.93 8.21
H -21.52 8.91 9.96
H -20.52 8.26 8.69
H -22.28 7.97 8.68
H -22.50 10.43 8.09
H -21.53 9.64 6.91
H -20.78 11.74 7.72
C -19.10 14.71 -2.14
C -19.91 13.94 -1.11
C -19.11 13.78 0.14
O -19.99 13.04 1.03
C -19.66 13.23 2.44
N -21.10 14.66 -0.94
H -19.63 14.70 -3.09
H -18.13 14.29 -2.42
H -18.93 15.77 -1.94
H -20.11 12.96 -1.54
H -18.93 14.78 0.54
H -18.13 13.31 0.02
H -18.72 12.75 2.72
H -20.48 12.77 2.99
H -19.64 14.28 2.72
H -20.81 15.54 -0.54
H -21.39 14.21 -0.08
C -17.07 9.46 6.56
C -18.46 10.12 6.75
C -19.26 10.02 5.40
O -18.46 10.73 4.45
C -18.93 10.80 3.18
N -19.15 9.46 7.85
H -16.35 10.13 6.10
H -17.11 8.53 5.98
H -16.62 9.35 7.55
H -18.37 11.17 7.02
H -20.29 10.37 5.43
H -19.31 8.95 5.18
H -19.47 9.90 2.90
H -18.07 10.90 2.52
H -19.57 11.67 3.07
H -20.04 9.92 7.97
H -19.39 8.51 7.59
O -20.44 7.47 6.89
H -20.40 6.54 6.67
H -21.30 7.58 7.30
O -19.60 10.99 10.19
H -20.20 10.89 9.45
H -18.74 10.81 9.82
O -17.98 9.76 1.33
H -17.26 10.39 1.33
H -18.77 10.29 1.27
O -17.78 10.47 9.15
H -16.96 10.87 8.86
H -18.17 10.11 8.35
O -21.26 11.28 2.62
H -21.86 10.69 3.08
H -21.56 12.16 2.87